[1]
C5H9F2NO4 | ωB97M-V/def2-TZVPD

For the orbital gap, the calculation gives 10.69 eV. For the HOMO energy, the calculation gives -10.7 eV. As for the SMILES: CC(F)(F)C(CO)(CO)[N+](=O)[O-]. As for the molar mass: 185.13 u.

Positions of all 21 atoms, in Å:
C1 -1.25560 -1.37681 1.04785
C2 0.13188 -1.03683 0.54576
F1 0.44835 -2.10445 -0.24929
F2 1.02940 -1.06950 1.52621
C3 0.29959 0.35103 -0.25171
C4 -0.30880 0.38760 -1.68818
O1 -1.62499 -0.11545 -1.88293
C5 -0.08131 1.52078 0.69792
O2 0.44968 1.36968 1.98811
N1 1.82713 0.40997 -0.51880
O3 2.31805 -0.02211 -1.54098
O4 2.50138 0.91314 0.34387
H1 -1.27599 -1.73389 2.08741
H2 -1.47216 -2.22490 0.48481
H3 -1.98507 -0.58535 0.96779
H4 -0.36244 1.34283 -2.07264
H5 0.39019 -0.21791 -2.34591
H6 -1.55067 -1.04750 -1.94282
H7 -1.06265 1.51893 0.72146
H8 0.14828 2.47850 0.19799
H9 1.43572 1.24223 1.88409

---

[2]
C5H9FNO2P | ωB97M-V/def2-TZVPD

For the orbital gap (alpha / beta), the calculation gives 7.96 / 7.42 eV. For the HOMO energy (alpha / beta), the calculation gives -9.1 / -8.1 eV. As for the molar mass: 165.10 u.

Positions of all 19 atoms, in Å:
C1 -1.85751 -0.38254 0.25712
C2 1.42926 -0.41023 0.26308
C3 1.40667 1.93740 0.71887
C4 2.30678 0.88450 0.52692
C5 -2.49556 -1.07879 -1.79980
N1 0.61506 -0.82237 1.36503
O1 -2.97591 0.07552 0.47456
O2 -1.45353 -0.89425 -0.89442
F1 3.25689 1.16061 -0.64022
P1 -0.92839 -0.15980 1.73449
H1 0.64287 -0.02056 -0.38445
H2 2.08520 -1.18722 -0.16649
H3 1.39192 2.47422 1.60687
H4 0.84154 2.23315 -0.15656
H5 3.10118 0.70341 1.29673
H6 -2.40195 -1.92260 -2.57936
H7 -2.76814 -0.11913 -2.35929
H8 -3.41404 -1.31474 -1.33762
H9 1.21767 -1.15658 2.07455

---

[3]
C5H9FO | ωB97M-V/def2-TZVPD

For the orbital gap, the calculation gives 8.16 eV. For the HOMO energy, the calculation gives -9.7 eV. As for the molar mass: 104.12 u.

Positions of all 16 atoms, in Å:
C1 0.42648 1.62609 0.47303
C2 0.83012 0.96418 -0.90750
C3 0.52422 -0.43947 -1.52697
C4 -0.32043 -1.35754 -0.93037
C5 -0.73660 -1.35327 0.48074
H1 -1.01951 3.43986 1.33123
H2 0.77855 0.83853 1.04256
H3 1.04752 2.47776 0.72655
H4 0.34895 1.68177 -1.54769
H5 1.89796 1.17232 -0.88486
H6 0.49775 -0.60143 -2.65316
H7 -0.76836 -2.16478 -1.59221
H8 -1.46511 -2.20352 0.77559
H9 -1.09857 -0.58749 1.05013
O1 -1.05889 1.88059 0.66299
F1 0.43436 -1.74863 1.21272

---

[4]
C5H9GdLiO4 | ωB97M-V/def2-TZVPD

For the orbital gap (alpha / beta), the calculation gives 8.18 / 5.81 eV. For the HOMO energy (alpha / beta), the calculation gives -12.4 / -10.8 eV. The net charge is +1. As for the molar mass: 297.31 u. The spin multiplicity is 8.

Positions of all 20 atoms, in Å:
O1 -2.00183 -0.95393 -1.71261
C1 -1.74748 -1.89875 -0.86291
C2 -0.78558 -1.87191 0.12764
O2 0.06716 -0.73790 -0.01890
C3 0.21008 0.15787 1.05574
C4 0.92794 1.38020 0.53163
O3 0.18441 1.87563 -0.57123
C5 0.70455 3.06959 -1.12014
Li1 -0.65959 0.33469 -1.51675
H1 -2.29794 -2.85461 -0.98582
H2 0.80606 -0.27640 1.87705
H3 -0.78226 0.45821 1.43602
H4 1.94976 1.12278 0.20486
H5 0.99467 2.14418 1.32278
H6 0.02840 3.38780 -1.92192
H7 0.74642 3.85733 -0.35207
H8 1.71174 2.89974 -1.53361
Gd1 -1.35639 -3.54694 2.09465
O4 0.42194 -4.51939 1.39773
H9 0.87794 -4.02821 0.54785

---

[5]
C5H9IN | ωB97M-V/def2-TZVPD

For the orbital gap, the calculation gives 7.69 eV. For the HOMO energy, the calculation gives -12.8 eV. The net charge is +1. As for the SMILES: C=[NH+]CC/C=C\I. As for the molar mass: 210.04 u.

Positions of all 16 atoms, in Å:
C1 -1.25637 -2.10240 0.28077
N1 -0.16122 -1.56316 -0.01544
C2 -0.08003 -0.28544 -0.70676
C3 0.06609 0.71893 0.50112
C4 1.02438 1.78943 0.18680
C5 2.33162 1.64248 0.01321
I1 3.21898 -0.22134 0.00024
H1 -1.41890 -2.81012 1.04148
H2 -2.06958 -1.57653 -0.02751
H3 0.78478 -1.81625 0.15811
H4 -0.89426 0.02413 -1.26160
H5 0.75447 -0.35361 -1.39477
H6 0.31067 0.15145 1.41468
H7 -0.88366 1.09651 0.71036
H8 0.57278 2.71810 -0.11992
H9 3.00868 2.36908 -0.44028

---

[6]
C5H9IN3 | ωB97M-V/def2-TZVPD

For the orbital gap, the calculation gives 9.11 eV. For the HOMO energy, the calculation gives -13.4 eV. The net charge is +1. As for the SMILES: CN1C=[NH+][C@](C)(I)C=N1. As for the molar mass: 238.05 u.

Positions of all 18 atoms, in Å:
C1 -1.87307 2.24312 0.28399
N1 -0.88631 1.15922 -0.02633
C2 -0.53762 0.44885 1.01164
N2 0.32904 -0.51310 0.94852
C3 1.14566 -0.88623 -0.21301
C4 1.48852 -2.32957 -0.37851
I1 3.04602 0.27316 0.07642
C5 0.16532 -0.11549 -1.54479
N3 -0.55258 0.88184 -1.28957
H1 -1.92410 2.88759 -0.56625
H2 -2.94706 1.93728 0.24225
H3 -1.71068 2.74080 1.32598
H4 -0.95142 0.55184 1.90032
H5 0.27878 -0.96357 1.84214
H6 1.70778 -2.43374 -1.34379
H7 0.58392 -2.92744 -0.12169
H8 2.30029 -2.43322 0.32336
H9 0.33750 -0.52135 -2.47068

---

[7]
C5H9IN3S | ωB97M-V/def2-TZVPD

For the orbital gap, the calculation gives 8.85 eV. For the HOMO energy, the calculation gives -13.1 eV. The net charge is +1. As for the SMILES: N#CN1CC[NH2+]C[C@@]1(S)I. As for the molar mass: 270.12 u.

Positions of all 19 atoms, in Å:
N1 -1.19360 -3.19292 -1.53110
C1 -0.81914 -2.19340 -1.15768
N2 -0.46518 -0.99595 -0.74455
C2 0.42677 -0.14112 -1.55335
C3 1.50361 0.57782 -0.69385
N3 0.81520 1.38797 0.39235
C4 -0.00341 0.45291 1.27888
C5 -0.98984 -0.35681 0.43264
S1 -1.84311 -1.88448 1.71013
I1 -2.57246 1.16066 -0.20067
H1 -0.08868 0.74194 -1.88989
H2 0.80315 -0.70441 -2.32733
H3 2.17985 -0.07793 -0.13261
H4 2.04066 1.32563 -1.34810
H5 1.65522 1.82900 0.86474
H6 0.33657 2.23021 0.10428
H7 -0.62113 1.03079 2.07132
H8 0.72350 -0.10288 1.81162
H9 -1.88797 -1.08703 2.91317

---

[8]
C5H9INO2P | ωB97M-V/def2-TZVPD

For the orbital gap (alpha / beta), the calculation gives 8.25 / 6.27 eV. For the HOMO energy (alpha / beta), the calculation gives -8.9 / -8.5 eV. As for the molar mass: 273.01 u.

Positions of all 19 atoms, in Å:
C1 -0.31657 1.17603 -0.14256
C2 -0.19322 -0.09909 0.08510
C3 1.13055 1.59639 -0.47376
C4 1.05774 -0.76821 -0.02195
C5 1.94129 0.47882 -0.07501
N1 2.62484 0.65734 1.16485
O1 -3.57030 -2.33656 1.10174
O2 -3.24491 -1.81053 -1.37712
P1 -3.17831 -1.26999 0.16241
I1 -4.76376 0.67524 0.13907
H1 -1.13656 1.88495 -0.09849
H2 1.27921 1.74426 -1.54459
H3 1.39710 2.53241 0.05053
H4 1.33706 -1.36595 0.79616
H5 1.24683 -1.30191 -0.94135
H6 2.73709 0.15732 -0.77606
H7 3.35612 0.05712 1.26544
H8 -3.71512 -2.72807 -1.21998
H9 2.01090 0.72043 1.90555

---

[9]
C5H9IO | ωB97M-V/def2-TZVPD

For the orbital gap, the calculation gives 9.86 eV. For the HOMO energy, the calculation gives -9.1 eV. As for the molar mass: 212.03 u.

Positions of all 16 atoms, in Å:
C1 2.00130 0.79063 -0.00715
C2 -2.03230 0.75985 0.45629
C3 -0.87158 -0.76333 -1.15322
C4 -0.03975 -0.54872 1.27124
C5 -0.81628 -0.13639 0.25284
O1 1.86511 1.91439 -0.01429
I1 5.30190 -0.08875 -0.54902
H1 -2.81029 -0.09587 0.60199
H2 -2.26177 1.14671 -0.54800
H3 -2.02776 1.39062 1.29861
H4 0.06400 -1.21728 -1.56767
H5 -1.11054 0.12673 -1.80389
H6 -1.63180 -1.36794 -1.25599
H7 3.73579 -0.41997 -0.52879
H8 0.08782 -0.07328 2.29387
H9 0.54616 -1.41742 1.25317

---

[10]
C5H9LuO3 | ωB97M-V/def2-TZVPD

For the orbital gap (alpha / beta), the calculation gives 6.21 / 6.21 eV. For the HOMO energy (alpha / beta), the calculation gives -17.1 / -17.1 eV. The net charge is +2. As for the molar mass: 292.09 u.

Positions of all 18 atoms, in Å:
H1 -2.46126 -2.31678 -4.16568
O1 -0.56646 -1.41906 -1.98911
C1 -0.99676 -1.24351 -3.12732
H2 -1.13983 -0.21032 -3.49255
H3 -0.93800 -2.12742 -5.02017
C2 -1.36837 -2.34292 -4.02882
H4 -1.03609 -3.31596 -3.65612
C3 1.30183 0.79996 1.63133
O2 1.46775 1.89502 2.09316
Lu1 0.24152 -0.12718 -0.26061
O3 0.18194 0.03858 2.17103
C4 -0.04626 -0.23347 3.55484
C5 1.10766 -0.95410 4.21793
H5 -0.95610 -0.84622 3.56849
H6 -0.23039 0.73717 4.03400
H7 1.42544 -1.81547 3.61498
H8 0.78927 -1.32153 5.20313
H9 1.95896 -0.27475 4.35755

---

[11]
C5H9N | ωB97M-V/def2-TZVPD

For the orbital gap, the calculation gives 9.33 eV. For the HOMO energy, the calculation gives -8.7 eV. As for the SMILES: C=CC(=C)CN. As for the molar mass: 83.13 u.

Positions of all 15 atoms, in Å:
C1 0.21236 -1.23188 -1.20286
C2 -0.70237 -0.87783 -0.39148
C3 -0.55887 0.06743 0.63793
C4 -1.56546 -0.11432 1.56981
C5 0.75237 0.80899 0.62617
N1 1.11283 1.65973 -0.56420
H1 1.07814 -0.61595 -1.36199
H2 0.17169 -1.76867 -2.29102
H3 -1.64294 -1.21985 -0.61458
H4 -2.24466 -0.95831 1.04636
H5 -1.65412 -0.05159 2.82608
H6 1.43477 -0.01604 0.49664
H7 1.17930 1.23424 1.65709
H8 0.35897 1.19696 -1.45260
H9 2.06801 1.88707 -0.98136

---

[12]
C5H9N | ωB97M-V/def2-TZVPD

For the orbital gap, the calculation gives 9.93 eV. For the HOMO energy, the calculation gives -8.7 eV. As for the SMILES: C1CC1N1CC1. As for the molar mass: 83.13 u.

Positions of all 15 atoms, in Å:
C1 1.76038 -0.63384 -0.08713
C2 1.59485 0.77868 -0.12242
C3 0.41503 -0.02424 0.29578
N1 -0.61509 -0.11028 -0.53029
C4 -1.63366 0.86421 0.01105
C5 -1.81483 -0.70842 -0.00886
H1 2.21120 -1.28418 0.44703
H2 1.92719 -1.42401 -1.00177
H3 1.85586 1.28821 -1.15453
H4 2.21716 1.14865 0.67367
H5 0.07138 -0.38493 1.31438
H6 -1.52221 1.50655 0.91539
H7 -2.02133 1.27321 -0.88700
H8 -2.64219 -1.15025 -0.65426
H9 -1.80374 -1.13937 0.78896

---

[13]
C5H9N | ωB97M-V/def2-TZVPD

For the orbital gap, the calculation gives 11.21 eV. For the HOMO energy, the calculation gives -10.4 eV. As for the SMILES: CC(C)(C)C#N. As for the molar mass: 83.13 u.

Positions of all 15 atoms, in Å:
C1 -0.70165 1.05203 -0.90974
C2 -0.05041 0.08967 0.10499
C3 -1.10055 -0.90669 0.64109
C4 1.33054 -0.54767 -0.35740
C5 0.70153 0.77877 1.16667
N1 1.58010 1.14090 1.83568
H1 -1.50548 1.64249 -0.45094
H2 0.03649 1.74830 -1.31286
H3 -1.14504 0.50220 -1.75154
H4 -1.92017 -0.39231 1.16107
H5 -0.64713 -1.60960 1.34317
H6 -1.55063 -1.48606 -0.17672
H7 2.06643 -0.08500 0.39695
H8 1.56104 -0.24922 -1.38396
H9 1.29503 -1.63269 -0.23452

---

[14]
C5H9N | ωB97M-V/def2-TZVPD

For the orbital gap, the calculation gives 8.54 eV. For the HOMO energy, the calculation gives -7.5 eV. As for the SMILES: C=C/C=C(/C)N. As for the molar mass: 83.13 u.

Positions of all 15 atoms, in Å:
C1 -1.41589 1.74768 1.67992
C2 -0.42350 0.92517 1.27861
C3 -0.27468 0.54536 -0.10143
C4 0.31364 -0.61523 -0.50464
C5 0.35168 -1.02797 -1.94300
N1 1.27532 -1.22279 0.30187
H1 -1.57584 1.98163 2.72353
H2 -2.02347 2.24239 0.93089
H3 0.25586 0.63836 2.07744
H4 -0.46457 1.24513 -0.90776
H5 -0.22696 -1.92882 -2.15395
H6 -0.13586 -0.27027 -2.56095
H7 1.40403 -1.24102 -2.15888
H8 1.44263 -2.19615 0.14266
H9 1.49760 -0.82347 1.19568

---

[15]
C5H9N | ωB97M-V/def2-TZVPD

For the orbital gap (alpha / beta), the calculation gives 8.44 / 8.30 eV. For the HOMO energy (alpha / beta), the calculation gives -8.3 / -8.7 eV. As for the molar mass: 83.13 u.

Positions of all 15 atoms, in Å:
C1 0.45119 -0.21706 1.44364
C2 0.20125 0.66977 0.37952
C3 1.34191 0.93588 -0.59419
C4 -1.19082 -0.09554 -0.70777
C5 -1.12565 -1.52967 -0.31754
N1 -1.90554 -2.12475 -1.00959
H1 -0.18027 -0.22003 2.33038
H2 1.36852 -0.80289 1.49257
H3 -0.41261 -1.72806 0.59384
H4 -0.40286 1.54389 0.63546
H5 1.68245 -0.01104 -1.02321
H6 2.21257 1.41746 -0.13178
H7 1.00508 1.57495 -1.41177
H8 -0.96678 0.10069 -1.76009
H9 -2.14969 0.35523 -0.41699

---

Number 1: total energy -20442.0951 eV. Number 2: total energy -22918.2313 eV. Number 3: total energy -10089.0733 eV. Number 4: total energy -34552.5646 eV. Number 5: total energy -14912.7532 eV. Number 6: total energy -17892.1823 eV. Number 7: total energy -28727.5905 eV. Number 8: total energy -28302.6923 eV. Number 9: total energy -15476.8101 eV. Number 10: total energy -45073.5798 eV. Number 11: total energy -6815.3594 eV. Number 12: total energy -6814.9644 eV. Number 13: total energy -6819.6444 eV. Number 14: total energy -6819.5903 eV. Number 15: total energy -6816.2786 eV.